Record 1
C5H6O2 as an isolated structure at a distorted geometry, computed with ωB97M-V/def2-TZVPD.

Properties
- LUMO (Eh) = 0.033
- gap between HOMO and LUMO (eV) = 10.1
- energy relative to the best compared isomer or geometry (same formula, charge and spin) (kJ/mol) = 412.5
- HOMO energy (hartree) = -0.3362
- energy (eV) = -9372.8206
- largest force on an atom (eV/A) = 7.02

Geometry as ORCA input:
```
! wB97M-V def2-TZVPD RIJCOSX def2/J DEFGRID3
* xyz 0 1
C 0.035 0.775 -0.650
C 0.494 0.491 0.839
C -0.779 -0.144 1.140
C -1.012 -1.372 0.045
C 0.369 -0.721 -0.675
H 1.003 1.163 1.533
H -0.870 -0.797 2.060
H -1.586 0.521 1.285
H -0.483 -2.478 0.355
H -2.051 -1.185 -0.413
H 0.769 -1.142 -1.536
O -0.155 1.735 -1.256
O 1.227 -0.518 0.322
*
```

=====

Record 2
An isolated ion of composition C5H11O2 and charge -1 at a distorted geometry, computed with ωB97M-V/def2-TZVPD.

Properties
- LUMO (Eh) = 0.143
- gap between HOMO and LUMO (eV) = 6.2
- energy relative to the best compared isomer or geometry (same formula, charge and spin) (kJ/mol) = 241.4
- HOMO energy (hartree) = -0.0851
- energy (eV) = -9457.5274
- largest force on an atom (eV/A) = 1.04

Geometry as ORCA input:
```
! wB97M-V def2-TZVPD RIJCOSX def2/J DEFGRID3
* xyz -1 1
O 1.616 -0.932 0.717
C 2.136 0.098 0.001
C 1.177 1.319 -0.159
C -0.240 1.011 0.355
C -0.953 -0.074 -0.469
C -1.612 -1.084 0.448
O -2.457 -1.991 -0.281
H 2.490 -0.225 -1.011
H 3.089 0.458 0.453
H 0.991 1.656 -1.185
H 1.554 2.161 0.408
H -0.161 0.607 1.359
H -0.818 1.940 0.389
H -0.130 -0.637 -0.898
H -1.651 0.291 -1.215
H -2.299 -0.581 1.100
H -0.815 -1.618 0.953
H -1.916 -2.400 -0.965
*
```

=====

Record 3
A 2-piece molecular cluster, C4H15N3O overall at a distorted geometry, computed with ωB97M-V/def2-TZVPD.

Properties
- LUMO (spin up / spin down) (Eh) = -0.102 / -0.299
- gap between HOMO and LUMO (spin up / spin down) (eV) = 10.1 / 4.7
- energy relative to the best compared isomer or geometry (same formula, charge and spin) (kJ/mol) = 110.0
- HOMO energy (spin up / spin down) (hartree) = -0.4744 / -0.4724
- <S²> = 0.755
- energy (eV) = -10899.6343
- largest force on an atom (eV/A) = 4.00

Geometry as ORCA input:
```
! wB97M-V def2-TZVPD RIJCOSX def2/J DEFGRID3
* xyz 1 2
C 0.468 -1.481 0.222
C -0.987 -1.096 0.579
C -1.731 -0.584 -0.642
N -2.014 -1.567 -1.705
N 1.410 -0.334 0.400
C 1.692 0.392 -0.814
N 2.262 1.716 -0.498
H 0.590 -1.950 -0.745
H 0.792 -2.058 1.111
H -1.025 -0.425 1.440
H -1.489 -1.974 0.967
H -1.203 0.177 -1.230
H -2.752 -0.286 -0.400
H -2.668 -2.311 -1.508
H -1.185 -1.993 -2.101
H 0.976 0.322 1.060
H 2.333 -0.103 -1.538
H 0.706 0.655 -1.230
H 2.922 1.964 -1.223
H 2.675 1.765 0.425
H -1.526 3.041 2.229
H -0.320 2.588 1.456
O -0.910 2.314 2.159
*
```

=====

Record 4
A 4-piece molecular cluster, CH9NO3 overall, computed with ωB97M-V/def2-TZVPD.

Properties
- LUMO (Eh) = 0.022
- gap between HOMO and LUMO (eV) = 11.3
- energy relative to the best compared isomer or geometry (same formula, charge and spin) (kJ/mol) = 60.4
- HOMO energy (hartree) = -0.3939
- energy (eV) = -8814.9815
- largest force on an atom (eV/A) = 0.56

Geometry as ORCA input:
```
! wB97M-V def2-TZVPD RIJCOSX def2/J DEFGRID3
* xyz 0 1
C -0.298 0.689 2.332
N -0.073 0.813 1.100
H 0.471 1.034 3.019
H -1.180 0.227 2.762
H -0.866 0.469 0.557
O -0.206 -2.514 -0.252
H -0.252 -2.798 -1.171
H -0.233 -3.309 0.287
O 1.073 2.114 -1.335
H 1.794 1.552 -1.637
H 1.017 1.962 -0.379
O -0.493 -0.172 -2.132
H -0.647 -0.721 -1.354
H -0.108 0.652 -1.796
*
```

=====

Record 5
A 2-piece molecular cluster, C6H7N3O overall at a distorted geometry, computed with ωB97M-V/def2-TZVPD.

Properties
- LUMO (Eh) = -0.019
- gap between HOMO and LUMO (eV) = 9.9
- energy relative to the best compared isomer or geometry (same formula, charge and spin) (kJ/mol) = 36.7
- HOMO energy (hartree) = -0.3830
- energy (eV) = -12852.6967
- largest force on an atom (eV/A) = 1.15

Geometry as ORCA input:
```
! wB97M-V def2-TZVPD RIJCOSX def2/J DEFGRID3
* xyz 0 1
C -5.494 -0.666 -0.677
C -4.005 -0.799 -0.647
C -3.157 0.324 -0.708
N -1.839 0.206 -0.741
C -1.323 -1.026 -0.679
C 0.120 -1.161 -0.742
N 1.263 -1.309 -0.847
C -2.152 -2.148 -0.582
N -3.475 -2.022 -0.578
H -5.807 0.384 -0.642
H -5.890 -1.122 -1.596
H -5.936 -1.203 0.174
H -3.572 1.334 -0.746
H -1.731 -3.154 -0.525
O 3.144 -0.596 1.660
H 2.194 -0.659 1.873
H 3.223 -0.890 0.741
*
```

=====

Record 6
A 2-piece molecular cluster, C6H8N2O2 overall at a distorted geometry, computed with ωB97M-V/def2-TZVPD.

Properties
- LUMO (Eh) = 0.030
- gap between HOMO and LUMO (eV) = 9.5
- energy relative to the best compared isomer or geometry (same formula, charge and spin) (kJ/mol) = 309.2
- HOMO energy (hartree) = -0.3188
- energy (eV) = -13424.1682
- largest force on an atom (eV/A) = 5.15

Geometry as ORCA input:
```
! wB97M-V def2-TZVPD RIJCOSX def2/J DEFGRID3
* xyz 0 1
C 0.274 -0.515 -1.181
C 1.802 -0.120 1.630
C -0.421 1.538 0.284
C -2.014 -0.117 -0.846
C -1.310 0.388 0.467
C 0.142 0.113 0.220
N -0.944 -0.580 -1.715
N 2.494 -1.117 1.107
O 1.340 -0.939 -1.582
O 1.794 0.691 2.490
H -0.555 2.173 -0.589
H -0.047 1.950 1.110
H -2.625 -1.064 -0.504
H -2.470 0.764 -1.312
H -1.984 0.168 1.366
H -1.126 -0.698 -2.623
H 2.331 -1.353 0.146
H 3.318 -1.282 1.531
*
```

=====

Record 7
C11H13N3O3 in the gas phase at a distorted geometry, computed with ωB97M-V/def2-TZVPD.

Properties
- LUMO (Eh) = -0.064
- gap between HOMO and LUMO (eV) = 5.4
- energy relative to the best compared isomer or geometry (same formula, charge and spin) (kJ/mol) = 144.7
- HOMO energy (hartree) = -0.2604
- energy (eV) = -22228.1321
- largest force on an atom (eV/A) = 6.99

Geometry as ORCA input:
```
! wB97M-V def2-TZVPD RIJCOSX def2/J DEFGRID3
* xyz 0 1
O 0.181 -0.538 1.883
O 3.995 -3.181 0.148
O 2.390 -3.102 -1.357
C 1.018 -0.498 0.959
C 3.180 -2.544 -0.649
C -3.706 1.842 1.374
C -3.726 1.358 0.041
C -2.453 2.082 1.901
C -2.544 0.847 -0.560
C -1.325 1.656 1.171
N -0.015 -1.550 -1.047
N 2.341 -0.967 1.155
N -1.366 1.075 -0.060
C -0.138 0.833 -0.912
C 2.010 -0.315 -1.234
C 0.694 -0.378 -0.564
C 2.961 -1.086 -0.240
H -4.673 2.019 1.839
H -4.711 1.064 -0.409
H -2.379 2.741 2.824
H -2.585 0.466 -1.567
H -0.320 1.840 1.463
H 0.765 -2.182 -1.255
H -0.580 -1.895 -0.279
H 2.632 -1.432 1.960
H 0.575 1.716 -0.811
H -0.526 0.745 -1.981
H 2.509 0.651 -1.485
H 1.938 -0.807 -2.199
H 3.857 -0.458 -0.111
*
```

=====

Record 8
C2H8NOP in the gas phase at a distorted geometry, computed with ωB97M-V/def2-TZVPD.

Properties
- LUMO (spin up / spin down) (Eh) = 0.004 / 0.004
- gap between HOMO and LUMO (spin up / spin down) (eV) = 8.2 / 8.2
- energy relative to the best compared isomer or geometry (same formula, charge and spin) (kJ/mol) = 460.3
- HOMO energy (spin up / spin down) (hartree) = -0.2977 / -0.2976
- energy (eV) = -15026.3524
- largest force on an atom (eV/A) = 6.26

Geometry as ORCA input:
```
! wB97M-V def2-TZVPD RIJCOSX def2/J DEFGRID3
* xyz 0 1
C 1.993 1.090 -0.217
C 0.948 0.144 0.205
N -1.367 0.843 -1.119
O -0.159 0.504 0.732
P -1.968 0.164 0.137
H 2.825 0.702 -0.728
H 1.402 1.725 -0.923
H 2.216 1.957 0.524
H 1.051 -0.891 -0.030
H -1.673 -1.131 0.210
H -1.963 1.414 -1.682
H -2.157 0.797 1.451
H -3.292 0.059 0.064
*
```